Record 1
Here is a molecular structure, C5H15N7S5SbV from OMol25. Energies are from ωB97M-V/def2-TZVPD.

Its multiplicity is 3. As for the HOMO energy (alpha / beta): -7.404 / -7.587 eV. The HOMO-LUMO gap (alpha / beta) comes out at 6.84 / 7.02 eV. Its LUMO energy (alpha / beta) is -0.021 / -0.021 hartree.

Last column: Löwdin spin population.
Atoms and positions in Å:
V -0.13909 -0.01715 -1.22835  1.948
S -4.39046 1.51801 -2.55827  -0.005
Sb -3.04854 0.75612 -0.89278  -0.001
S -1.99425 -1.31150 -1.61936  0.005
S -0.99954 2.07745 -0.89377  0.000
S -3.62809 0.43352 1.27021  0.002
C 1.48490 -0.91633 3.99292  0.001
N 0.47249 -0.46147 3.04905  0.006
C -0.91086 -0.39241 3.50256  0.001
C 0.69278 -0.49209 1.71151  0.008
N -0.21632 -0.46706 0.81073  0.003
N 2.03772 -0.54116 1.35019  0.002
C 2.55976 -0.59627 0.08959  0.002
N 3.91646 -0.72304 0.07550  0.000
N 1.85393 -0.50589 -0.98648  0.004
H 1.05796 -0.90373 4.98875  0.000
H 2.35248 -0.24916 4.02501  0.000
H 1.82155 -1.93721 3.78476  0.000
H -0.91877 -0.14786 4.56146  0.000
H -1.43926 -1.33811 3.35164  0.000
H -1.45104 0.39000 2.97234  0.000
H -1.18100 -0.44980 1.16223  0.003
H 2.70004 -0.41146 2.09013  0.000
H 4.40510 -1.09398 0.87017  0.000
H 4.37954 -0.80211 -0.81218  0.000
H 2.40601 -0.59660 -1.82941  0.003
N -1.30036 2.31848 -4.12514  0.002
C -1.07108 1.00941 -4.15657  0.006
N -2.07222 0.21144 -4.51743  0.003
S 0.47012 0.36783 -3.75641  0.002
H -2.26855 2.59967 -3.98601  0.001
H -0.62174 2.86680 -3.62216  0.002
H -3.01102 0.57010 -4.36877  0.000
H -1.94863 -0.76445 -4.30567  0.002


Record 2
Here is 2 unconnected molecules or ions with the total composition H6N4S from OMol25. Energies are from ωB97M-V/def2-TZVPD.

As for the HOMO energy (alpha / beta): -7.811 / -7.424 eV. The HOMO-LUMO gap (alpha / beta) comes out at 8.88 / 8.12 eV. Its LUMO energy (alpha / beta) is 0.039 / 0.025 hartree.

Last column: natural (NBO) charge in e.
Atoms and positions in Å:
N -1.72170 1.30804 -0.51459  -0.590
N 1.18076 -1.71744 0.63359  -0.643
N -1.07210 0.59515 0.40964  -0.434
N 0.91109 -0.71261 -0.29068  -0.348
S 1.90040 0.65539 0.06671  0.104
H -1.04675 2.07771 -0.73743  0.389
H -2.49734 1.03376 -1.03205  0.369
H 0.60304 -2.56120 0.38320  0.371
H 0.98476 -1.23835 1.53962  0.355
H -1.66111 -0.18386 0.76736  0.300
H 2.41893 0.74341 -1.22538  0.128


Record 3
Here is a molecular structure, C4H9AgO3 from OMol25. Energies are from ωB97M-V/def2-TZVPD.

Its multiplicity is 3. As for the HOMO energy (alpha / beta): -6.093 / -8.708 eV. The HOMO-LUMO gap (alpha / beta) comes out at 5.80 / 6.34 eV. Its LUMO energy (alpha / beta) is -0.011 / -0.087 hartree.

Last column: Löwdin spin population.
Atoms and positions in Å:
H 0.69928 0.88444 1.14394  0.057
C -1.09653 -1.90963 -0.41971  0.023
O -0.46031 -0.68862 -0.78015  0.076
C -1.08067 0.50746 -0.36274  0.438
C -0.87345 0.83910 1.02530  0.289
H -0.35855 -2.71286 -0.52428  0.002
H -1.40502 -1.92191 0.63345  0.001
H -1.99134 -2.04351 -1.04324  0.001
H -2.13354 0.46997 -0.67101  0.023
H 0.18772 1.48375 -0.75131  0.011
H -0.72668 1.92557 1.05512  0.018
H -1.71160 0.59902 1.68567  0.041
O 1.67777 1.31065 -0.83610  0.351
C 2.19418 0.84202 0.33331  0.314
O 2.60637 -0.38523 0.24254  0.300
Ag 1.57267 -0.75864 -1.52723  0.016
H 2.89971 1.55843 0.79641  0.039


Record 4
Here is 2 unconnected molecules or ions with the total composition C2H7N3O2 from OMol25. Energies are from ωB97M-V/def2-TZVPD.

As for the HOMO energy: -9.675 eV. The HOMO-LUMO gap comes out at 10.57 eV. Its LUMO energy is 0.033 hartree. Its SMILES is O/N=N\O.C=NC.

Last column: natural (NBO) charge in e.
Atoms and positions in Å:
C -1.83284 0.70071 0.07071  -0.015
C -0.57518 0.18292 -1.87991  -0.475
N 1.60907 -1.68248 1.00428  0.096
N -0.74323 0.67332 -0.55227  -0.464
N 1.32812 -0.59806 0.52980  0.031
O 1.22120 0.61371 1.18328  -0.587
O 1.92223 -1.84675 2.27557  -0.529
H -1.86758 0.82551 1.19239  0.172
H -2.93736 0.57624 -0.32326  0.141
H 0.82853 1.11824 0.49820  0.511
H 0.44366 0.63563 -2.07973  0.206
H -0.31619 -0.91958 -1.93756  0.246
H -1.23172 0.71836 -2.64591  0.201
H 2.15128 -0.99778 2.66441  0.465


Record 5
Here is 2 unconnected molecules or ions with the total composition C5H12ClP from OMol25. Energies are from ωB97M-V/def2-TZVPD.

As for the HOMO energy (alpha / beta): -7.915 / -8.326 eV. The HOMO-LUMO gap (alpha / beta) comes out at 6.90 / 8.80 eV. Its LUMO energy (alpha / beta) is -0.037 / 0.017 hartree.

Last column: natural (NBO) charge in e.
Atoms and positions in Å:
C -1.06047 0.82076 0.03590  -0.618
C -0.43181 -1.16276 1.48349  -0.631
C 1.21647 0.85072 1.37968  -0.600
C 0.86451 -0.55620 -0.50399  -0.309
C 0.12710 0.03313 0.59823  -0.142
P -0.87375 -0.74651 -3.37297  0.349
Cl -1.46157 1.16611 -3.56165  -0.295
H -0.84400 1.85319 -0.16720  0.215
H -1.76996 0.64216 0.85333  0.214
H -1.26603 0.20167 -0.83979  0.217
H 0.44993 -1.71474 1.93104  0.210
H -1.04017 -1.76247 0.76684  0.225
H -0.84660 -0.71677 2.45738  0.216
H 0.80438 1.08622 2.31782  0.207
H 2.13516 0.17520 1.36309  0.220
H 1.32116 1.84398 0.81507  0.209
H 1.31994 0.11877 -1.26072  0.195
H 1.01245 -1.65517 -0.35996  0.195
H 0.34326 -0.47730 -3.93560  -0.078


Record 6
Here is a gas-phase ion, C6H6NO (charge +1) from OMol25. Energies are from ωB97M-V/def2-TZVPD.

As for the HOMO energy: -15.394 eV. The HOMO-LUMO gap comes out at 8.56 eV. The total charge is +1. Its LUMO energy is -0.251 hartree. Its SMILES is CC1=CCC#[N+]C1=O.

Last column: natural (NBO) charge in e.
Atoms and positions in Å:
C -1.36017 -1.63062 0.00806  0.699
C 0.69920 -0.68085 0.06623  -0.109
C 0.09231 0.46230 -0.00346  -0.104
C -1.39095 0.66500 -0.05655  0.668
C -0.00521 -2.04407 -0.00178  -0.572
C 0.82697 1.74705 -0.06822  -0.660
N -2.05062 -0.66497 -0.09197  -0.310
O -2.03348 1.64800 -0.01832  -0.338
H 1.83784 -0.56229 0.17767  0.301
H 0.06053 -2.62620 0.84168  0.300
H 0.32004 -2.74326 -0.90350  0.343
H 0.13283 2.59834 -0.16688  0.270
H 1.61701 1.67513 -0.69916  0.244
H 1.25373 2.15644 0.91622  0.267


Short version: energy above the lowest of the compared OMol25 structures with the same formula, charge and spin = 0.139 1.711 3.568 6.813 4.651 1.563 eV, in the order given.
Short version: calculated total energy = -102265.75268 -16887.79425 -14425.49299 -10747.26254 -27187.23800 -9846.01182 eV, in the order given.